1.
Molecular formula: C11H22N4
Method: DFT, ωB97M-V with the def2-TZVPD basis set

```
37
Properties=species:S:1:pos:R:3:mulliken_charge:R:1
N -2.962 -2.494 -2.207 -0.923
N -4.758 -2.374 -0.667 -0.451
N -1.620 -2.452 -2.020 0.297
N -2.470 -2.171 -0.040 -0.647
C 1.442 2.369 0.598 -0.518
C -0.035 0.392 -0.137 -0.509
C 2.639 1.548 1.070 -0.404
C 3.385 4.767 2.283 -1.203
C 0.029 -2.141 -0.168 -0.734
C -1.345 -2.258 -0.715 0.385
C 0.651 1.708 -0.533 -1.021
C 0.715 -0.847 -0.624 -0.495
C -3.434 -2.327 -0.985 0.495
C 4.124 3.526 1.792 -0.509
C 3.435 2.214 2.195 -0.799
H 1.793 3.338 0.239 0.331
H 1.318 1.530 -1.380 0.425
H 2.367 4.796 1.904 0.272
H 2.287 0.582 1.436 0.244
H -5.385 -2.196 -1.434 0.268
H 3.304 1.363 0.223 0.295
H 2.769 2.400 3.041 0.404
H -4.991 -1.928 0.205 0.245
H 4.191 1.501 2.530 0.340
H -0.999 -2.570 -2.802 0.233
H -0.108 2.420 -0.865 0.347
H -1.043 0.365 -0.556 0.387
H 3.899 5.669 1.955 0.351
H 0.769 -0.828 -1.716 0.336
H 3.344 4.776 3.370 0.342
H -0.142 0.345 0.948 0.332
H 4.222 3.567 0.705 0.326
H -0.044 -2.159 0.920 0.287
H 0.619 -3.002 -0.494 0.368
H 1.737 -0.841 -0.243 0.264
H 0.774 2.548 1.444 0.284
H 5.134 3.546 2.206 0.353
```

The LUMO energy comes out at 0.921 eV. As for the HOMO energy: -8.317 eV. The orbital gap is 9.2 eV. Its structure (SMILES) is CCCCCCCCCc1nc(N)n[nH]1.

2.
Molecular formula: C11H22N6O4
Method: DFT, ωB97M-V with the def2-TZVPD basis set

```
43
Properties=species:S:1:pos:R:3:mulliken_charge:R:1
O -0.387 -1.617 2.172 -0.791
O 4.324 1.753 1.153 -0.649
O -1.289 0.418 2.253 -0.577
O 2.794 -0.669 -1.002 -0.665
N 1.013 1.010 -2.072 -0.782
N 1.828 -0.399 1.057 -0.099
N -4.242 -0.832 -0.687 -0.435
N -3.455 -0.613 1.626 -0.665
N -2.169 -1.706 0.016 0.136
N 3.019 2.410 -0.616 -0.435
C 1.176 0.415 2.061 0.007
C 2.243 2.800 1.807 -1.062
C 1.796 -0.413 -0.325 -0.360
C -1.916 -2.495 -1.154 -1.442
C 0.977 1.960 1.853 -0.608
C 0.247 -1.395 -2.076 -1.301
C 3.288 2.299 0.729 0.363
C -0.250 -0.377 2.172 0.256
C 0.552 -0.138 -1.216 1.353
C -1.230 -1.888 -2.376 -0.317
C -3.281 -0.981 0.333 0.507
H 3.724 1.936 -1.210 0.313
H -1.463 -3.431 -0.749 0.418
H 0.327 2.102 0.986 0.221
H 1.917 0.746 -2.496 0.249
H -2.880 -2.903 -1.486 0.552
H 0.673 -1.193 -3.110 0.283
H -0.367 0.275 -0.682 0.320
H 2.721 -0.478 1.407 0.338
H -4.989 -0.219 -0.414 0.263
H 0.275 1.368 -2.684 0.186
H -2.210 -0.119 2.037 0.513
H 2.082 2.362 -0.898 0.267
H -1.852 -1.047 -2.630 0.217
H -4.328 -0.187 1.867 0.154
H 2.855 2.542 2.582 0.395
H 0.496 2.375 2.677 0.617
H 0.753 -2.250 -1.645 0.428
H 2.096 3.869 1.792 0.432
H 1.784 0.189 3.004 0.560
H -3.880 -0.883 -1.623 0.197
H -1.247 -2.570 -3.266 0.366
H -1.524 -2.027 0.831 0.275
```

The LUMO energy comes out at 0.377 eV. As for the HOMO energy: -9.310 eV. The orbital gap is 9.7 eV. Its structure (SMILES) is [H]/N=C(\N)NCCC[C@H](N)C(=O)N[C@@H](CCC(N)=O)C(=O)O.

3.
Molecular formula: C11H22O2
Method: DFT, ωB97M-V with the def2-TZVPD basis set

```
35
Properties=species:S:1:pos:R:3:mulliken_charge:R:1
O 5.571 -0.502 0.034 -0.347
O 4.183 -2.294 0.621 -0.555
C 4.547 -0.913 -0.023 0.381
C -5.016 -1.884 0.224 -1.348
C 1.369 1.835 0.824 -0.363
C -2.808 -0.418 0.343 -0.270
C 3.641 -0.797 -1.114 -0.337
C 2.993 0.681 -0.946 -1.233
C -0.781 0.613 0.417 -0.653
C -2.015 0.526 -0.288 -1.233
C 2.361 0.772 0.405 -1.127
C -4.045 -0.807 -0.484 -0.284
C 0.082 1.709 -0.050 -1.382
H -4.785 0.223 -0.641 0.207
H -2.358 -1.462 0.568 0.238
H -5.434 -1.705 1.110 0.474
H -0.367 2.878 -0.087 0.257
H 4.103 -0.787 -2.197 0.312
H 1.125 2.223 1.869 0.301
H 2.728 -1.521 -0.981 0.257
H -0.212 -0.141 0.689 0.796
H 3.133 0.864 1.407 0.131
H 1.921 -0.053 0.655 0.931
H 0.259 1.534 -0.950 0.777
H -3.359 -0.211 1.477 0.234
H -2.606 1.308 -0.355 0.581
H 4.823 -2.228 1.474 0.321
H 1.933 2.835 0.184 0.225
H -1.093 1.324 1.315 0.085
H 2.364 0.731 -1.583 0.822
H -5.903 -2.047 -0.455 0.333
H 3.831 1.325 -0.827 0.359
H -1.744 0.402 -1.297 0.517
H -4.530 -2.872 0.258 0.334
H -3.910 -1.142 -1.594 0.261
```

The LUMO energy comes out at 0.696 eV. As for the HOMO energy: -10.208 eV. The orbital gap is 10.9 eV. Its structure (SMILES) is CCCCCCCCCCC(=O)O.

4.
Molecular formula: C11H22O6Ti
Method: DFT, ωB97M-V with the def2-TZVPD basis set

```
40
Properties=species:S:1:pos:R:3:mulliken_charge:R:1
Ti -0.527 -2.164 1.378 0.818
O 5.364 -0.160 -1.014 -0.377
O -3.902 -2.747 -0.474 -0.797
O -2.226 -1.990 4.973 -0.858
O 3.618 0.462 -1.919 -0.344
O 3.439 -0.602 0.018 -0.553
O -1.258 1.261 0.147 -0.525
C 4.044 -0.090 -0.860 0.730
C -4.019 -3.213 -1.775 -0.369
C 4.550 0.873 -2.883 0.365
C -2.925 -2.888 -2.753 -0.852
C -1.805 2.291 -0.232 0.658
C -1.578 -1.853 7.363 -0.956
C 5.827 0.461 -2.172 -0.386
C 4.283 2.304 -3.167 -1.355
C -1.067 3.103 -1.314 -1.047
C -3.266 2.525 0.116 -0.971
C -1.462 -1.309 5.949 -0.295
H 3.217 2.316 -3.393 0.314
H -1.642 3.930 -1.731 0.342
H 4.361 0.267 -3.769 0.279
H -1.558 -0.228 5.848 0.250
H -3.507 1.723 0.814 0.315
H -2.559 -1.618 7.777 0.253
H -1.424 -2.932 7.372 0.250
H -2.792 -1.813 -2.875 0.210
H -3.853 2.525 -0.803 0.310
H 6.236 1.449 -1.960 0.226
H -0.448 -1.432 5.570 0.131
H 6.648 -0.065 -2.660 0.327
H -4.009 -4.288 -1.953 0.155
H -0.806 -1.374 7.965 0.317
H 4.686 2.929 -2.370 0.380
H -0.003 3.308 -1.201 0.326
H 4.820 2.615 -4.063 0.379
H -3.102 -3.388 -3.705 0.349
H -3.302 3.475 0.648 0.312
H -1.111 2.541 -2.246 0.289
H -4.986 -2.895 -2.164 0.198
H -1.957 -3.308 -2.479 0.202
```

As for the multiplicity: 4. Its expectation value of S² is 3.76. The LUMO energy (alpha / beta) comes out at 1.738 / 1.560 eV. As for the HOMO energy (alpha / beta): -2.843 / -2.700 eV. As for the net charge: -1. The orbital gap (alpha / beta) is 4.6 / 4.3 eV.

5.
Molecular formula: C11H23B2CrF8O10
Method: DFT, ωB97M-V with the def2-TZVPD basis set

```
55
Properties=species:S:1:pos:R:3:mulliken_charge:R:1
Cr 0.058 0.932 0.337 0.965
F 2.393 1.086 1.465 -0.359
F 3.210 3.248 1.351 -0.348
F -1.336 4.037 0.797 -0.386
F -1.233 2.386 -0.802 0.034
F -1.928 4.479 -1.370 -0.394
F -3.283 3.145 0.016 -0.364
F 3.467 1.784 -0.394 -0.464
F 1.326 2.653 0.221 -0.237
O 1.245 -1.047 0.454 0.231
O 1.075 1.519 -3.899 -0.363
O -1.054 1.117 2.224 -0.139
O 0.955 -0.704 -3.724 -0.350
O 3.098 -2.185 0.959 -0.464
O -2.219 -1.946 -1.786 -0.195
O 0.620 0.675 -1.772 0.782
O -3.842 -0.796 -0.827 -0.397
O 1.398 -2.134 2.386 -0.287
O -1.695 -0.285 -0.413 -0.077
C -3.208 -2.811 -2.314 -0.775
C 1.861 -1.743 1.210 0.227
C 0.968 0.477 -3.041 -0.159
C 1.090 2.862 -3.429 -0.388
C -4.296 0.338 -0.098 -0.589
C 2.205 -2.938 3.250 -0.794
C -0.749 0.711 4.665 -1.316
C 3.797 -1.475 -0.063 -0.259
C 1.053 -1.944 -3.089 -0.499
C -1.118 0.229 3.236 0.139
C -2.519 -0.959 -0.963 0.529
B -1.984 3.507 -0.311 0.105
B 2.615 2.181 0.627 0.268
H -2.707 -3.600 -2.870 0.225
H -3.995 -2.345 -2.901 0.294
H -0.955 -0.048 5.422 0.377
H 0.410 3.041 -2.593 0.026
H 0.839 3.490 -4.276 0.248
H 4.750 -1.981 -0.199 0.302
H 2.079 3.104 -3.025 0.250
H -3.659 -3.328 -1.460 0.315
H 0.322 0.898 4.662 0.315
H 3.946 -0.419 0.155 0.180
H -1.989 -0.439 3.182 0.381
H 2.679 -3.770 2.735 0.304
H 0.618 -1.937 -2.094 0.090
H 3.256 -1.508 -1.010 -0.080
H 2.115 -2.228 -2.979 0.215
H 1.623 -3.253 4.109 0.219
H -3.494 0.845 0.440 0.147
H -4.682 1.129 -0.741 0.244
H -0.368 -0.581 3.158 -0.004
H -1.364 1.574 4.923 0.337
H 2.997 -2.268 3.596 0.328
H -5.061 -0.027 0.585 0.307
H 0.670 -2.745 -3.721 0.304
```

As for the multiplicity: 9. Its expectation value of S² is 20.01. The LUMO energy (alpha / beta) comes out at 2.221 / -0.149 eV. As for the HOMO energy (alpha / beta): -1.357 / -7.718 eV. As for the net charge: -1. The orbital gap (alpha / beta) is 3.6 / 7.6 eV.

Calculated energy above the lowest of the compared OMol25 structures with the same formula, charge and spin in order - 4.4, 55.4, 236.3, 22.9, 0.0 kcal per mole